DFT (the ωB97M-V functional and the def2-TZVPD basis) results for a 13-piece molecular cluster, C24H20BCl48NO5 overall in a non-equilibrium geometry.

Geometry (Å):
C 7.129 0.830 0.097
C 6.201 0.516 -0.818
C 4.939 -0.181 -0.398
C 3.697 0.657 -0.671
C 2.508 -0.055 -1.371
B 2.758 -0.870 -2.732
C 4.128 -1.005 -3.496
O 1.652 -1.498 -3.255
N 1.613 1.114 -1.452
C 2.298 2.210 -1.577
O 1.727 3.392 -1.633
C 1.823 4.091 -0.350
C 0.563 3.965 0.487
C 0.652 5.064 1.546
O 0.634 2.693 1.162
C 3.763 1.886 -1.598
C 4.588 3.136 -1.185
O 4.798 3.280 0.042
O 4.918 3.885 -2.144
H 7.365 0.077 0.844
H 7.590 1.808 0.138
H 6.350 0.779 -1.860
H 4.837 -1.177 -0.835
H 4.993 -0.354 0.673
H 3.230 1.025 0.240
H 2.052 -0.798 -0.709
H 3.966 -1.548 -4.426
H 4.867 -1.570 -2.925
H 4.568 -0.048 -3.767
H 1.864 -2.428 -3.408
H 0.606 1.122 -1.378
H 2.076 5.123 -0.554
H 2.659 3.712 0.239
H -0.355 4.017 -0.087
H -0.275 5.205 2.082
H 0.975 6.007 1.110
H 1.419 4.815 2.280
H 1.321 2.764 1.830
H 3.992 1.725 -2.652
C 6.121 -4.643 -5.978
Cl 7.350 -4.550 -4.714
Cl 4.520 -4.456 -5.252
Cl 6.387 -3.359 -7.158
Cl 6.217 -6.214 -6.782
C 0.776 -5.998 -4.189
Cl 1.728 -4.521 -3.908
Cl -0.170 -5.802 -5.660
Cl 1.875 -7.359 -4.364
Cl -0.301 -6.272 -2.813
C 4.022 -10.442 -6.325
Cl 4.765 -8.843 -6.184
Cl 4.198 -11.308 -4.796
Cl 2.306 -10.261 -6.705
Cl 4.818 -11.347 -7.614
C 3.469 -4.709 1.034
Cl 3.608 -5.240 2.715
Cl 4.926 -5.166 0.154
Cl 2.062 -5.472 0.288
Cl 3.278 -2.953 0.992
C -2.426 4.110 4.481
Cl -2.000 5.825 4.400
Cl -2.182 3.524 6.131
Cl -4.120 3.904 4.035
Cl -1.403 3.196 3.369
C -7.884 3.209 5.818
Cl -8.918 2.905 7.224
Cl -6.199 2.912 6.254
Cl -8.355 2.123 4.507
Cl -8.057 4.878 5.271
C 0.596 9.032 -0.426
Cl 1.172 10.698 -0.362
Cl -0.281 8.766 -1.936
Cl 1.972 7.928 -0.344
Cl -0.485 8.729 0.942
C 8.563 -3.485 1.796
Cl 9.640 -3.353 3.191
Cl 7.013 -4.162 2.302
Cl 8.322 -1.884 1.085
Cl 9.291 -4.555 0.590
C -9.809 6.649 8.819
Cl -9.220 8.303 9.020
Cl -10.721 6.531 7.311
Cl -8.442 5.531 8.782
Cl -10.866 6.231 10.172
C -9.606 -0.858 2.153
Cl -10.621 -1.102 3.574
Cl -7.918 -1.160 2.578
Cl -10.098 -1.961 0.865
Cl -9.786 0.811 1.599
C -14.290 1.002 4.896
Cl -15.103 2.156 5.956
Cl -14.927 1.157 3.256
Cl -12.556 1.326 4.884
Cl -14.574 -0.640 5.484
C -4.469 -6.430 -5.527
Cl -3.248 -6.346 -4.254
Cl -6.076 -6.226 -4.825
Cl -4.172 -5.145 -6.704
Cl -4.371 -7.999 -6.331

HOMO level: -8.052 eV
LUMO: -0.361 eV